147
Properties=species:S:1:pos:R:3:forces:R:3:lowdin_charge:R:1 method="wB97M-V/def2-TZVPD" homo_ev=-4.88 largest_force_ha_per_bohr=0.1296 charge=-1 e_above_lowest_kj_mol=238.2 lumo_energy_ev=1.391 homo_lumo_gap_ha=0.2303
C -7.143517 1.334873 0.114854 -0.322 0.260 0.844 -0.149
N -6.025373 2.228032 0.417318 -0.058 0.133 -0.443 -0.168
C -5.003886 2.343090 -0.663465 -0.765 0.076 0.217 -0.352
Sb -2.890535 1.952019 -0.089547 -1.929 -0.072 0.301 1.491
C -3.440772 2.367419 2.015808 0.177 0.590 0.357 -0.268
C -3.982500 3.762405 2.319212 -0.553 -1.031 1.118 -0.303
O -2.930193 4.604719 2.761442 0.058 0.192 -0.772 -0.139
C -3.367074 5.897613 3.036593 0.281 -0.012 0.664 -0.119
C -2.110952 6.741236 3.241023 0.172 -1.496 -0.838 -0.605
F -1.412155 6.272775 4.294259 -0.170 0.532 0.356 0.133
F -2.375486 8.039746 3.405385 0.039 0.081 0.218 0.144
F -1.298941 6.584533 2.185289 -0.047 0.590 -0.020 0.145
C -3.243970 -0.205149 0.347045 -0.118 -0.230 -0.139 -0.255
C -4.354230 -0.921127 -0.416601 0.502 -0.941 0.367 -0.339
O -5.272157 -1.547577 0.523497 -0.157 -0.014 -0.715 -0.234
Si -6.274235 -2.662313 -0.188329 -1.160 -0.654 0.635 0.404
C -7.603076 -1.934042 -1.303261 0.153 -0.267 -0.218 -0.164
C -5.384703 -4.038990 -1.113650 0.652 0.849 0.005 -0.162
C -7.197861 -3.497754 1.243589 0.834 0.449 0.100 -0.164
C -2.447493 4.128920 -0.304330 1.395 -0.147 -0.139 -0.234
O -1.782471 4.491706 -1.563936 -0.847 0.047 -0.431 -0.129
C -1.957194 5.788878 -1.862274 0.377 1.228 0.388 -0.559
C -2.493113 6.124402 -3.234127 0.198 -0.175 -0.345 -0.010
O -1.716787 6.689464 -1.082765 -0.246 -0.566 -0.073 0.086
C -2.353571 1.600820 -2.242065 -0.363 -0.805 -0.439 -0.730
Br -3.452926 2.596447 -3.575533 0.552 0.812 0.597 0.625
C -2.252376 0.115500 -2.740110 1.033 1.418 -1.773 -0.773
C -1.064486 0.053058 -3.733575 0.071 -0.472 0.962 -0.183
Br -3.807990 -0.373417 -3.848598 -0.115 -1.422 0.563 0.618
C -0.687583 1.532411 0.334428 0.108 0.950 -0.321 -0.435
F -0.200493 0.483333 -0.409296 -0.234 -0.565 0.417 0.028
F 0.006423 2.599078 -0.213917 -0.152 0.326 0.233 0.022
C -0.083923 1.457302 1.756039 3.002 -0.015 -1.043 -0.345
F -0.181785 2.584462 2.459268 -1.325 -0.136 0.182 0.167
F 1.307521 1.412982 1.507744 -0.064 -0.525 0.090 0.063
C -0.237493 0.189879 2.598141 -1.185 -0.991 0.533 -0.316
F -1.484062 0.041907 3.086410 -0.111 0.703 0.035 0.148
F -0.070478 -0.928605 1.842857 0.578 0.288 -0.324 0.137
C 0.750371 0.037093 3.811746 -0.537 0.212 0.898 -0.320
F 0.008056 -0.205260 4.920782 -0.252 -0.383 -0.236 0.143
F 1.421434 1.152618 4.129910 0.353 -0.001 -0.681 0.161
C 1.734052 -1.177428 3.767397 0.812 0.432 1.387 -0.320
F 2.363416 -1.085681 4.982022 0.142 0.418 -0.123 0.122
F 1.112726 -2.356297 3.841671 -0.314 0.077 -0.878 0.177
C 2.916273 -1.168463 2.751211 0.459 -0.616 -0.245 -0.323
F 3.427763 0.052862 2.570730 -0.499 0.280 0.085 0.166
F 3.913912 -1.884861 3.344289 -0.218 -0.364 0.028 0.127
C 2.735686 -1.825588 1.355536 0.374 -0.300 -1.036 -0.349
F 2.269317 -0.966431 0.444523 0.003 0.461 0.414 0.165
F 1.919807 -2.891976 1.334145 0.010 -0.068 0.611 0.165
C 4.114319 -2.329746 0.775906 -0.818 -0.022 -1.223 -0.541
F 5.074771 -1.422627 0.899249 0.227 -0.237 0.471 0.187
F 3.913190 -2.494683 -0.547198 0.069 -0.052 0.123 0.158
F 4.464002 -3.522739 1.241063 0.319 0.332 0.487 0.184
H -8.053376 1.788229 0.527418 -0.005 -0.042 -0.043 0.073
H -7.028585 0.400022 0.666464 0.113 -0.248 -0.449 0.057
H -7.341973 1.174338 -0.951249 0.260 -0.140 -0.016 0.072
H -6.431382 3.144192 0.534199 0.113 0.093 0.116 0.075
H -5.034794 3.376255 -1.024550 0.210 -0.048 -0.096 0.038
H -5.364339 1.750522 -1.509658 0.370 -0.083 -0.067 0.018
H -4.232927 1.663403 2.263971 -0.054 -0.067 -0.286 0.047
H -2.674540 2.212097 2.780580 0.205 -0.120 -0.264 0.052
H -4.661575 3.636468 3.183012 -0.136 0.190 -0.118 0.121
H -4.607807 4.185385 1.526417 0.404 0.289 -0.202 0.093
H -3.909082 5.890595 3.993971 -0.244 0.292 -0.157 0.141
H -3.980499 6.317462 2.233817 0.051 0.100 0.003 0.143
H -3.502647 -0.282172 1.404337 -0.090 0.296 0.001 0.051
H -2.334121 -0.805948 0.256971 0.104 0.205 -0.094 0.046
H -4.904954 -0.346503 -1.163287 -0.049 0.304 0.266 0.053
H -3.894834 -1.759405 -0.959445 0.017 0.242 -0.281 0.080
H -8.246325 -2.775287 -1.589786 0.056 -0.024 0.003 0.030
H -7.214931 -1.516287 -2.235028 -0.010 0.162 0.073 0.028
H -8.250548 -1.213365 -0.804704 0.151 0.119 0.026 0.017
H -4.998823 -3.640774 -2.057296 -0.089 -0.209 -0.110 0.026
H -5.995266 -4.919198 -1.301646 -0.103 0.046 0.024 0.028
H -4.497576 -4.318402 -0.536203 -0.093 -0.193 0.026 0.037
H -7.420831 -4.543725 1.035247 -0.268 0.064 -0.075 0.019
H -6.495110 -3.488679 2.084707 -0.096 -0.061 0.056 0.025
H -8.075657 -2.935410 1.561459 -0.134 -0.162 -0.069 0.022
H -3.345680 4.741049 -0.244375 -0.084 -0.122 0.235 0.069
H -1.747018 4.380153 0.492462 -0.284 0.165 0.166 0.064
H -2.584317 7.200611 -3.349225 0.091 0.071 0.274 0.075
H -3.477260 5.682593 -3.390277 0.134 -0.254 0.004 0.056
H -1.816145 5.777898 -4.016885 -0.126 -0.297 0.029 0.082
H -1.371496 2.043758 -2.388713 -0.023 0.058 0.047 0.014
H -2.038807 -0.646612 -1.999411 -0.671 0.168 0.386 0.067
H -1.276649 0.582825 -4.657373 0.010 -0.052 -0.061 0.055
H -0.801347 -0.995989 -3.886365 -0.082 0.049 -0.484 0.066
H -0.208184 0.508259 -3.228530 0.041 0.043 -0.109 0.073
O -1.667773 -4.341591 -5.214118 -1.616 -3.422 -0.642 -0.273
P -0.785285 -4.956197 -6.275772 4.628 4.758 -0.597 0.762
N 0.678559 -5.072708 -5.364568 0.123 0.431 0.058 -0.330
C 1.945593 -4.392002 -5.493777 0.220 -0.078 -0.283 -0.139
C 0.655894 -5.997552 -4.245858 -0.406 -0.275 -0.173 -0.133
N -0.894444 -3.666041 -7.432106 -0.106 0.470 -0.413 -0.313
C 0.159182 -2.697604 -7.692459 0.404 -0.226 -0.027 -0.141
C -2.183009 -2.964799 -7.412171 -0.186 -0.059 0.448 -0.148
N -0.243375 -6.072932 -7.539142 -3.515 -1.990 0.782 -0.337
C -0.845845 -7.403659 -7.445263 -0.045 0.031 0.084 -0.151
C 1.077274 -6.158042 -8.094330 0.571 0.343 0.387 -0.134
H 2.757742 -5.107745 -5.690496 0.041 0.034 0.046 0.079
H 2.201223 -3.848086 -4.576212 -0.069 -0.026 0.028 0.084
H 1.966847 -3.667924 -6.302305 -0.122 -0.089 -0.016 0.044
H 0.979684 -7.004908 -4.548815 0.104 0.001 0.133 0.072
H -0.348670 -6.080592 -3.825187 -0.009 0.034 -0.039 0.071
H 1.305312 -5.658846 -3.436282 0.043 0.107 -0.078 0.080
H 0.565064 -2.255468 -6.774390 0.021 0.104 -0.090 0.077
H -0.220981 -1.876219 -8.300114 -0.245 -0.070 0.057 0.079
H 0.967187 -3.123744 -8.293272 0.149 -0.075 0.215 0.063
H -2.221404 -2.202245 -6.625683 -0.130 -0.010 0.001 0.072
H -3.005396 -3.657712 -7.243073 0.030 0.016 0.063 0.069
H -2.368228 -2.482423 -8.374241 0.247 -0.058 -0.075 0.079
H -0.343994 -8.033701 -6.694929 -0.013 -0.107 -0.090 0.072
H -0.806760 -7.921678 -8.407770 0.066 0.055 -0.003 0.076
H -1.901278 -7.329269 -7.166037 0.054 0.022 0.011 0.075
H 1.732829 -6.841856 -7.533637 -0.009 0.061 0.056 0.086
H 1.583256 -5.199815 -8.173297 -0.111 0.117 0.159 0.060
H 0.993006 -6.536794 -9.117490 -0.131 -0.066 0.051 0.090
O 9.389617 3.036438 4.571441 -0.305 -2.117 -3.125 -0.285
P 8.302996 2.042190 4.919355 -1.854 2.013 6.024 0.764
N 6.991552 3.143930 5.133090 0.206 0.292 0.414 -0.331
C 6.243084 3.531366 6.306333 -0.240 -0.259 0.149 -0.139
C 6.548864 3.840775 3.936286 0.182 -0.373 -0.359 -0.127
N 9.045928 1.407120 6.360064 0.408 -0.146 0.510 -0.315
C 8.627564 1.729654 7.714141 -0.447 -0.041 0.022 -0.146
C 10.508714 1.391866 6.309735 0.071 0.259 -0.276 -0.162
N 7.262830 0.619744 4.802796 2.154 -0.743 -3.479 -0.330
C 7.107434 0.111997 3.437314 0.026 0.085 -0.102 -0.143
C 6.074074 0.358813 5.569518 -0.351 0.634 0.381 -0.119
H 5.180110 3.275995 6.194747 -0.019 0.067 0.025 0.083
H 6.305225 4.613074 6.479920 0.043 0.004 -0.068 0.083
H 6.584923 3.048341 7.216605 0.054 -0.076 -0.119 0.043
H 5.757351 3.283850 3.415678 -0.089 0.148 0.000 0.077
H 7.375081 3.982931 3.236211 0.026 -0.029 0.037 0.070
H 6.166757 4.835244 4.173718 0.009 -0.028 0.140 0.081
H 8.509895 2.808620 7.875736 0.021 -0.041 0.126 0.077
H 9.366185 1.377673 8.435346 0.171 -0.033 -0.187 0.076
H 7.710078 1.206353 7.993564 -0.169 0.209 -0.082 0.065
H 10.944678 2.363861 6.574833 0.068 -0.029 -0.056 0.080
H 10.865644 1.129450 5.315568 -0.012 0.055 0.006 0.067
H 10.895838 0.638042 6.998885 -0.184 -0.024 0.078 0.077
H 6.359670 0.686751 2.872061 -0.049 -0.152 -0.077 0.073
H 6.802618 -0.937962 3.439043 -0.047 0.039 0.082 0.075
H 8.055013 0.167736 2.891648 -0.027 0.038 0.057 0.077
H 5.166412 0.768743 5.103215 0.042 0.061 0.010 0.087
H 6.120230 0.725759 6.591388 0.158 0.161 -0.022 0.061
H 5.951637 -0.725385 5.645725 0.080 -0.003 -0.147 0.094